1.
This record from OMol25 describes a cluster of 10 separate species, C36H72O16 in total. The level of theory is wB97M-V/def2-TZVPD.

Positions of all 124 atoms, in Å:
C1 -2.070 2.552 4.097
C2 -2.962 3.778 3.831
O1 -2.861 3.857 2.357
C3 -3.852 4.665 1.773
C4 -3.983 4.731 0.320
O2 -4.569 5.399 2.380
H1 -1.996 2.251 5.233
H2 -1.093 2.658 3.434
H3 -2.652 1.604 3.691
H4 -3.816 3.536 4.307
H5 -2.458 4.583 4.342
H6 -4.322 3.747 -0.005
H7 -2.883 4.905 -0.159
H8 -4.615 5.450 -0.062
C5 -4.169 1.390 -4.393
C6 -3.190 0.268 -4.118
O3 -3.658 -0.391 -2.886
C7 -3.105 -1.518 -2.464
C8 -3.736 -2.179 -1.250
O4 -2.173 -1.991 -3.090
H9 -3.998 1.860 -5.199
H10 -4.407 1.841 -3.529
H11 -5.210 1.036 -4.757
H12 -3.320 -0.505 -4.676
H13 -2.096 0.612 -3.973
H14 -4.833 -2.294 -1.268
H15 -3.600 -1.477 -0.433
H16 -3.146 -3.139 -1.139
C9 0.583 -3.133 -1.799
C10 0.999 -3.800 -3.085
O5 1.339 -5.091 -2.702
C11 1.612 -5.955 -3.674
C12 2.063 -7.202 -2.976
O6 1.587 -5.779 -4.830
H17 1.381 -3.412 -1.054
H18 -0.481 -3.758 -1.536
H19 0.541 -2.000 -1.772
H20 0.124 -3.831 -3.705
H21 1.603 -3.256 -3.639
H22 2.171 -7.895 -3.734
H23 1.489 -7.478 -2.242
H24 3.097 -6.977 -2.352
C13 -5.878 1.062 0.542
C14 -5.415 0.287 1.810
O7 -5.829 -1.041 1.564
C15 -5.775 -1.934 2.523
C16 -6.700 -3.228 2.200
O8 -5.260 -1.849 3.593
H25 -5.396 0.625 -0.340
H26 -5.505 2.071 0.544
H27 -6.986 1.031 0.348
H28 -4.237 0.381 2.125
H29 -5.898 0.470 2.736
H30 -6.057 -3.956 1.658
H31 -7.556 -3.123 1.785
H32 -6.955 -3.648 2.954
C17 0.474 0.017 -3.996
C18 0.965 0.815 -5.274
O9 2.316 1.148 -5.243
C19 2.936 2.008 -6.151
C20 4.397 2.345 -5.766
O10 2.442 2.217 -7.233
H33 -0.457 -0.609 -4.387
H34 0.356 0.644 -3.198
H35 1.314 -0.803 -3.583
H36 1.148 0.099 -5.986
H37 0.382 1.932 -5.673
H38 5.061 1.551 -5.923
H39 4.518 2.607 -4.692
H40 4.856 3.034 -6.457
C21 -2.114 1.376 -0.184
C22 -0.880 0.551 -0.035
O11 -0.633 0.462 1.367
C23 0.318 -0.371 1.817
C24 0.448 -0.362 3.351
O12 1.080 -1.016 1.101
H41 -2.705 1.329 -1.148
H42 -1.561 2.334 0.041
H43 -2.944 0.975 0.364
H44 -1.244 -0.400 -0.368
H45 -0.263 1.071 -0.825
H46 -0.588 -0.354 3.711
H47 0.949 0.549 3.582
H48 1.038 -1.170 3.561
C25 4.172 0.690 2.253
C26 4.681 0.239 3.653
C27 6.028 0.981 4.061
O13 3.967 -0.536 4.445
H49 4.756 -0.040 1.527
H50 4.305 1.743 2.020
H51 3.179 0.447 2.254
H52 6.812 0.545 3.304
H53 6.254 0.675 5.171
H54 5.984 2.111 3.993
C28 4.467 -4.204 4.892
C29 3.067 -4.413 5.428
C30 2.632 -3.340 6.379
O14 2.235 -5.323 5.076
H55 4.815 -3.287 4.671
H56 4.596 -4.571 3.814
H57 5.323 -4.631 5.491
H58 3.459 -3.317 7.302
H59 1.762 -3.585 6.988
H60 2.473 -2.370 5.895
C31 4.665 -0.618 -2.171
C32 4.367 0.634 -1.305
C33 2.872 0.971 -1.029
O15 5.336 1.324 -0.933
H61 4.432 -0.537 -3.255
H62 4.060 -1.617 -1.711
H63 5.658 -0.964 -1.963
H64 2.192 0.154 -1.367
H65 2.551 1.645 -1.819
H66 2.724 1.212 -0.017
C34 2.720 4.506 0.429
C35 1.283 4.212 0.115
C36 0.362 4.221 1.266
O16 0.930 3.789 -1.204
H67 3.008 4.042 1.348
H68 2.642 5.522 0.533
H69 3.408 4.292 -0.353
H70 0.876 4.325 2.308
H71 -0.284 3.270 1.242
H72 -0.300 4.998 1.245

Forces on the atoms, in the same order (eV/Å):
0.0 -2.5 -0.5
5.1 -1.2 -1.3
-2.6 1.3 0.2
0.7 0.8 0.8
5.0 -2.6 -1.9
-0.4 0.0 1.9
0.5 1.1 -2.2
-1.7 -0.5 2.0
1.3 1.8 0.4
-3.7 -0.1 0.5
-0.3 0.9 -0.4
0.2 -0.1 -0.4
-2.5 -0.6 0.9
-1.4 1.6 -0.1
-2.9 -6.4 1.9
1.2 3.7 4.4
-1.1 1.5 1.6
0.6 -0.7 -1.7
0.7 -0.2 -0.3
-0.2 -0.2 0.7
2.4 4.5 -5.3
-0.3 2.5 2.8
1.4 -0.5 0.9
0.2 -4.2 -4.9
-1.9 -0.6 -0.4
0.5 -0.2 -0.5
0.4 -0.2 0.5
-1.0 1.1 0.3
-1.3 -1.1 1.7
-4.6 -0.3 2.2
0.5 0.3 -0.2
0.9 -1.4 3.4
5.5 2.9 -1.4
-0.3 0.9 -2.7
-1.0 0.3 -0.3
2.9 2.4 -0.1
-0.5 -1.5 -0.3
-0.7 -0.3 -0.5
4.1 2.0 -2.4
0.6 -1.9 -1.1
-3.7 -1.6 3.8
-2.3 -0.5 -2.1
0.1 -0.6 0.3
2.2 0.5 -0.1
0.4 -0.7 -1.3
-3.1 -3.0 0.2
9.9 4.4 -6.2
1.0 0.8 0.4
-0.1 -0.3 0.2
-0.2 0.6 0.3
1.1 0.0 0.6
-2.7 -0.3 -1.3
-0.6 1.3 0.8
-0.5 0.5 0.0
-5.3 1.7 -3.9
-2.1 -4.9 10.1
1.5 -3.3 -3.1
-1.3 2.6 0.0
3.9 2.9 2.0
-0.1 -2.1 -0.5
-1.3 0.8 1.0
0.2 0.6 0.9
1.9 1.4 1.4
-1.1 1.6 2.1
-2.0 2.1 -1.6
-2.1 -1.8 -2.7
1.0 -3.9 1.3
0.4 -2.0 -0.1
-0.2 0.2 -0.8
-0.5 1.0 0.0
-0.2 1.5 -0.6
-1.8 -1.0 -2.3
0.7 0.6 -0.1
2.1 -0.9 -0.4
-2.5 1.5 -2.7
-1.5 1.1 0.7
1.9 0.4 0.1
-2.6 0.1 0.0
-0.1 0.5 1.8
1.1 -1.2 -0.3
1.0 -1.1 1.7
0.5 -0.2 0.5
0.3 0.8 0.5
1.2 -2.1 1.1
3.3 -2.4 0.5
-2.6 -0.4 3.1
0.0 -2.1 0.9
4.0 3.7 -4.1
-1.2 1.8 1.0
0.5 -0.1 0.0
-2.6 -0.8 -0.5
-1.2 1.1 1.6
-0.1 0.6 -2.3
-0.2 -1.5 -0.2
0.7 -4.4 -1.8
-3.2 -2.0 -1.2
1.6 -0.3 3.4
3.8 3.2 1.1
0.2 4.1 0.3
-0.5 -0.6 1.5
-1.3 -0.1 -0.3
-1.6 0.5 -2.7
-0.4 -0.3 -0.7
0.6 -0.1 0.2
-2.2 -2.5 1.8
1.3 0.5 -0.4
0.9 -1.8 -2.6
-2.7 -1.3 -0.4
0.1 0.1 0.8
1.0 2.9 -1.4
0.9 0.4 -0.4
0.8 -0.2 1.0
0.3 1.2 0.5
-0.5 0.8 1.0
-1.3 -1.7 -0.9
-0.5 -3.8 -7.6
0.7 -3.0 1.8
1.6 2.8 8.3
0.2 -0.2 0.6
0.5 3.0 0.7
0.3 -0.3 -0.7
-0.6 -0.4 -2.0
1.0 1.4 0.2
-1.9 2.2 -0.4

**Energy relative to the best compared isomer or geometry (same formula, charge and spin)**: 14.168 eV
**Gap between HOMO and LUMO**: 9.58 eV

Mulliken population analysis, charges in e, atoms 1 to 99:
1. C -0.203
2. C -0.568
3. O -0.023
4. C 0.567
5. C -0.383
6. O -0.551
7. H 0.392
8. H -0.068
9. H -0.119
10. H 0.461
11. H 0.251
12. H -0.153
13. H 0.112
14. H 0.389
15. C -1.653
16. C -0.192
17. O -0.338
18. C 0.782
19. C -0.634
20. O -0.508
21. H 0.615
22. H 0.290
23. H 0.303
24. H 0.942
25. H -0.167
26. H 0.375
27. H -0.025
28. H 0.231
29. C 0.232
30. C -1.052
31. O -0.267
32. C 0.721
33. C -1.298
34. O -0.524
35. H 0.375
36. H -0.019
37. H -0.341
38. H 0.385
39. H 0.731
40. H 0.390
41. H 0.417
42. H 0.238
43. C -0.533
44. C 0.114
45. O -0.350
46. C 0.772
47. C -1.718
48. O -0.535
49. H 0.047
50. H -0.112
51. H 0.358
52. H -0.278
53. H 0.659
54. H 0.271
55. H 0.517
56. H 0.723
57. C 0.345
58. C -0.549
59. O -0.115
60. C 0.596
61. C -1.088
62. O -0.543
63. H 0.267
64. H -0.165
65. H -0.278
66. H 0.414
67. H 0.198
68. H 0.319
69. H 0.256
70. H 0.371
71. C 0.102
72. C -0.105
73. O 0.291
74. C 0.593
75. C -1.487
76. O -0.527
77. H -0.036
78. H -0.061
79. H -0.300
80. H 0.389
81. H -0.112
82. H 0.328
83. H 0.274
84. H 0.559
85. C 0.269
86. C 0.371
87. C -1.041
88. O -0.521
89. H 0.184
90. H 0.341
91. H -0.542
92. H 0.291
93. H 0.293
94. H 0.308
95. C -1.023
96. C 0.784
97. C -0.761
98. O -0.592
99. H 0.260



2.
This record from OMol25 describes a cluster of 2 separate species, C4H12OS in total. The level of theory is wB97M-V/def2-TZVPD.

Positions of all 18 atoms, in Å:
C1 -1.986 -0.596 0.660
C2 -0.880 -1.336 -0.066
C3 0.534 -0.762 0.186
C4 1.285 -0.371 -1.094
S1 2.861 0.496 -0.702
H1 -3.009 -0.905 0.433
H2 -1.828 -0.790 1.735
H3 -2.058 0.488 0.597
H4 -1.111 -1.112 -1.117
H5 -0.836 -2.368 0.269
H6 1.234 -1.471 0.640
H7 0.507 0.000 0.975
H8 0.743 0.224 -1.833
H9 1.573 -1.235 -1.698
H10 2.430 1.017 0.423
O1 -0.178 2.872 0.133
H11 0.496 2.176 -0.005
H12 0.223 3.672 0.465

Forces on the atoms, in the same order (eV/Å):
-0.4 -0.1 2.0
0.3 1.5 -0.5
0.5 -0.3 0.0
0.2 0.6 -0.2
0.0 -0.5 -0.7
0.2 -0.5 -0.2
-0.4 0.1 -0.1
0.7 0.2 -0.5
0.3 -1.2 -0.1
-0.5 -0.3 -0.7
-0.4 -0.4 0.1
-0.1 0.5 -0.6
-0.4 0.3 0.5
0.0 -0.3 0.4
-0.2 0.3 0.7
-0.2 -1.0 -0.3
-0.3 1.0 0.2
0.5 0.0 0.0

**Energy relative to the best compared isomer or geometry (same formula, charge and spin)**: 0.754 eV
**Gap between HOMO and LUMO**: 10.01 eV

Mulliken charges, unit e, in atom order:
1. C -1.316
2. C -0.293
3. C -0.656
4. C -0.850
5. S -0.191
6. H 0.354
7. H 0.320
8. H 0.314
9. H 0.305
10. H 0.246
11. H 0.343
12. H 0.497
13. H 0.455
14. H 0.428
15. H 0.081
16. O -0.636
17. H 0.305
18. H 0.294



3.
This record from OMol25 describes a structure of composition C19H17NO4. The level of theory is wB97M-V/def2-TZVPD.

Positions of all 41 atoms, in Å:
C1 -7.149 -1.364 0.480
H1 -6.558 -2.196 0.925
O1 -6.219 -0.760 -0.654
C2 -5.129 -0.334 -0.321
C3 -4.656 -0.386 0.849
C4 -3.503 0.287 1.269
C5 -2.786 0.747 0.325
C6 -3.223 0.798 -1.262
C7 -4.481 0.222 -1.456
H2 -4.798 0.068 -2.365
H3 -2.683 1.362 -1.946
C8 -1.489 1.582 0.350
O2 -0.877 1.380 1.442
O3 -0.761 2.047 -0.618
C9 0.485 2.528 -0.601
C10 1.534 1.507 -0.232
C11 1.470 0.041 -0.374
C12 2.492 -0.758 -0.199
C13 2.474 -1.986 -0.405
C14 3.427 -2.872 -0.070
C15 4.675 -2.381 -0.061
C16 4.804 -0.917 0.253
C17 3.805 -0.052 -0.005
N1 3.879 1.246 0.162
C18 2.928 2.287 -0.390
O4 3.256 3.332 -0.108
H4 4.873 1.404 0.143
C19 6.326 -0.278 0.302
H5 6.939 -1.275 0.547
H6 6.343 0.116 1.318
H7 6.605 0.306 -0.549
H8 5.534 -3.065 0.024
H9 3.368 -3.950 -0.213
H10 1.361 -2.627 -0.530
H11 0.418 -0.283 -0.586
H12 0.541 3.370 0.467
H13 0.692 3.194 -1.513
H14 -3.048 0.473 2.482
H15 -5.258 -0.540 1.860
H16 -8.207 -1.611 -0.009
H17 -7.405 -0.662 1.269

Forces on the atoms, in the same order (eV/Å):
-0.4 -0.1 -2.4
-0.8 0.3 -0.6
-10.7 -4.4 0.2
3.3 2.1 -4.1
0.7 0.4 10.7
0.7 -0.7 5.6
4.1 5.7 -10.8
-3.5 -2.5 5.9
6.1 1.9 4.2
-2.4 -0.6 -4.6
1.1 0.5 -1.1
2.7 -4.1 7.4
-1.3 1.6 -1.6
-4.4 -0.2 -4.0
2.3 3.2 4.5
1.9 -1.2 -3.8
-6.3 8.8 -0.5
5.6 7.0 0.5
-6.7 -10.7 0.1
1.9 -2.6 -2.1
2.0 3.4 3.0
5.0 -2.1 -2.8
-3.9 -4.3 0.8
0.5 1.5 -1.8
-1.9 -10.2 4.5
0.9 7.8 -0.7
0.3 1.6 0.3
-1.9 -5.1 2.9
-0.7 2.3 -1.4
0.4 1.2 -0.4
0.4 0.3 -0.2
-0.2 0.7 -0.1
-0.7 0.2 0.2
2.9 2.5 0.0
1.1 -0.2 0.5
0.0 -2.2 -3.2
-0.3 -1.3 1.3
-1.8 -0.8 -3.9
0.6 -0.5 -2.8
2.9 0.1 0.6
0.5 0.5 -0.2

**Energy relative to the best compared isomer or geometry (same formula, charge and spin)**: 12.827 eV
**Gap between HOMO and LUMO**: 7.82 eV

Mulliken charges, unit e, in atom order:
1. C -0.808
2. H 0.357
3. O -0.428
4. C 1.015
5. C 0.165
6. C -0.215
7. C -0.072
8. C -0.768
9. C -0.967
10. H 0.595
11. H 0.500
12. C 0.519
13. O -0.631
14. O -0.339
15. C -0.617
16. C 0.239
17. C -0.661
18. C 1.040
19. C 0.116
20. C -0.785
21. C -0.666
22. C 0.813
23. C -0.264
24. N -0.266
25. C 0.182
26. O -0.469
27. H 0.292
28. C -1.450
29. H 0.271
30. H 0.444
31. H 0.404
32. H 0.286
33. H 0.350
34. H 0.103
35. H 0.243
36. H 0.269
37. H 0.310
38. H 0.176
39. H 0.148
40. H 0.225
41. H 0.344



4.
This record from OMol25 describes a cluster of 2 separate species, C4H12 in total. The level of theory is wB97M-V/def2-TZVPD.

Positions of all 16 atoms, in Å:
C1 2.021 -0.769 0.636
C2 1.692 -0.081 1.955
H1 2.617 -1.671 0.758
H2 1.233 -0.952 -0.095
H3 2.624 -0.113 -0.016
H4 2.536 -0.181 2.636
H5 1.672 0.999 1.842
H6 0.766 -0.509 2.329
C3 -1.293 0.286 -0.707
C4 -2.459 0.498 -1.701
H7 -0.459 0.678 -1.273
H8 -1.481 0.915 0.162
H9 -1.239 -0.747 -0.385
H10 -3.404 -0.029 -1.562
H11 -2.148 0.127 -2.690
H12 -2.676 1.549 -1.889

Forces on the atoms, in the same order (eV/Å):
1.1 0.7 -1.4
0.4 -0.1 -0.6
-0.2 -0.1 0.1
-0.7 -0.3 0.7
0.4 0.0 0.5
-0.2 -0.6 0.3
-0.8 0.1 -0.2
0.0 0.4 0.6
-1.8 0.8 -0.5
0.1 -0.5 -1.2
0.8 -0.4 0.5
0.3 -0.1 0.2
0.5 -0.1 -0.2
0.1 0.1 0.7
0.1 0.0 0.2
0.0 0.1 0.3

**Energy relative to the best compared isomer or geometry (same formula, charge and spin)**: 0.474 eV
**Gap between HOMO and LUMO**: 12.74 eV

Mulliken charges, unit e, in atom order:
1. C -0.812
2. C -0.779
3. H 0.315
4. H 0.204
5. H 0.258
6. H 0.330
7. H 0.254
8. H 0.230
9. C -0.647
10. C -1.077
11. H 0.260
12. H 0.254
13. H 0.287
14. H 0.326
15. H 0.296
16. H 0.299



5.
This record from OMol25 describes a cluster of 2 separate species, C5H10N2O2S in total. The level of theory is wB97M-V/def2-TZVPD.

Positions of all 20 atoms, in Å:
C1 0.634 -0.821 -0.619
S1 1.232 -1.926 0.516
N1 0.109 -3.293 0.358
O1 1.245 -1.484 1.873
H1 1.366 -0.160 -1.068
H2 0.201 -1.413 -1.405
H3 2.355 -2.901 0.403
H4 -0.915 -2.983 0.482
H5 0.272 -3.744 -0.584
C2 -0.560 2.232 1.437
C3 -0.788 1.683 0.054
N2 -1.776 0.934 -0.046
C4 -2.202 -0.001 -1.108
C5 -3.406 -0.549 -0.982
O2 -4.486 -0.887 -0.896
H6 -0.623 1.508 2.241
H7 -1.449 2.900 1.541
H8 0.399 2.784 1.570
H9 -0.045 2.015 -0.711
H10 -1.544 -0.361 -1.696

Forces on the atoms, in the same order (eV/Å):
1.7 -1.4 0.5
-2.2 -2.5 -1.6
-0.2 1.1 -0.6
0.7 0.3 0.6
0.2 0.5 0.5
-0.2 -0.4 -0.3
-1.1 1.6 0.0
2.2 -0.3 -0.5
-0.5 0.8 1.4
-0.3 1.6 0.0
1.3 0.2 0.0
-2.4 -2.3 -0.9
-3.1 4.0 5.2
2.4 1.6 -0.1
-2.2 -1.1 0.1
-0.1 -0.4 -0.2
0.9 0.0 0.5
-0.8 -0.2 -0.3
-0.5 -0.6 0.1
4.1 -2.4 -4.3

**Energy relative to the best compared isomer or geometry (same formula, charge and spin)**: 5.973 eV
**Gap between HOMO and LUMO**: 8.29 eV

Mulliken charges, unit e, in atom order:
1. C -0.985
2. S 0.597
3. N -0.638
4. O -0.536
5. H 0.450
6. H 0.363
7. H 0.124
8. H 0.293
9. H 0.288
10. C -1.071
11. C 0.150
12. N -0.426
13. C -0.910
14. C 0.770
15. O -0.312
16. H 0.285
17. H 0.285
18. H 0.310
19. H 0.411
20. H 0.551



no.,HOMO energy (eV)
1,-9.54
2,-9.26
3,-7.95
4,-11.58
5,-8.11